Here is a 2-piece molecular cluster, C10H11NOS overall at a distorted geometry from the Open Molecules 2025 dataset. Energies are from the ωB97M-V functional and the def2-TZVPD basis.

Geometry (Å):
C  2.21986  -1.17409  -2.10002
C  1.19671  -0.22022  -1.80239
N  -2.63583  0.61453  0.35512
H  -0.47316  -1.85138  0.56476
C  0.20474  -1.72014  -0.25239
H  -3.01516  -0.35383  0.19844
C  0.15691  -0.56099  -0.93175
H  1.14610  -3.60661  -0.08466
H  -1.21918  0.99167  3.64093
H  -0.02194  2.30055  3.50100
H  -0.71534  2.48940  -2.24403
C  1.11585  -2.66365  -0.58753
H  1.01816  0.46464  -2.59970
O  -2.12453  0.65883  1.68673
C  -1.65318  1.25594  -0.39056
C  -0.65431  1.86195  0.51296
H  0.37916  0.56802  2.96860
H  0.14183  2.42971  0.18757
C  -0.40038  1.31599  3.15748
H  2.93194  -3.11604  -1.57618
S  -1.93523  2.10667  -1.95241
C  -0.97247  1.43197  1.74516
H  3.14657  -0.86865  -2.56775
C  2.16289  -2.35430  -1.42938

## Properties
Total charge: 0
Gap between HOMO and LUMO (alpha / beta), eV: 7.84 / 6.61
Multiplicity: 1